ORCA calculation (ωB97M-V/def2-TZVPD) on a molecular structure, C26H40ClGaO12P2S2 in a non-equilibrium geometry.

Electronic energy   -157335.7095 eV
HOMO-LUMO gap   0.30147 Eh
Relative energy (zero: lowest compared OMol25 entry of this formula, charge and spin)   30.9 kJ/mol

Geometry (Å):
Ga1 -0.381647 -1.142785 0.062047
C1 4.354064 2.240764 -0.661441
C2 3.867229 2.245375 0.768650
C3 4.380504 3.407504 1.585836
O1 2.400910 2.384740 0.750357
P1 1.163528 1.447049 0.627323
O2 0.912679 0.497370 -0.506788
C4 -0.124193 2.733775 0.385617
P2 -1.447205 2.004298 -0.581171
O3 -1.729306 0.576857 -0.235712
O4 -2.732419 2.906764 -0.402894
C5 -3.499594 3.120706 0.813158
C6 -3.562951 1.901344 1.716332
C7 -4.870443 3.566605 0.358794
O5 -1.005562 2.317751 -2.044972
C8 -1.646067 1.946456 -3.310946
C9 -2.144772 0.517668 -3.315747
C10 -2.728299 2.956720 -3.632699
O6 0.737435 0.765335 1.984298
C11 1.260804 1.062008 3.315739
C12 1.795099 -0.222611 3.902305
C13 0.129667 1.650321 4.136545
H1 5.426472 2.042450 -0.682175
H2 4.161182 3.202743 -1.141931
H3 3.846569 1.456641 -1.226224
H4 4.121299 1.308019 1.242263
H5 4.067424 4.358023 1.148477
H6 5.470490 3.374357 1.611310
H7 4.012476 3.357128 2.611997
H8 0.252130 3.583648 -0.182712
H9 -0.501132 3.080192 1.347574
H10 -3.014112 3.943537 1.346057
H11 -4.071534 1.077894 1.212569
H12 -4.117000 2.162720 2.618552
H13 -2.572240 1.549737 2.007359
H14 -5.374764 2.749260 -0.160423
H15 -4.792460 4.416490 -0.319412
H16 -5.471586 3.859187 1.220802
H17 -0.831096 2.050227 -4.024072
H18 -3.034576 0.411895 -2.689818
H19 -1.384781 -0.171020 -2.951264
H20 -2.401737 0.238840 -4.338016
H21 -3.528152 2.909446 -2.892797
H22 -3.143722 2.735446 -4.616796
H23 -2.324699 3.969743 -3.642151
H24 2.065176 1.791819 3.207942
H25 0.997005 -0.966071 3.961721
H26 2.173335 -0.028816 4.907091
H27 2.599213 -0.637865 3.294508
H28 -0.700215 0.941471 4.176155
H29 -0.231853 2.589232 3.714741
H30 0.473582 1.842207 5.152965
O7 3.026314 -0.462923 0.967997
S1 2.641584 -1.860227 0.783695
O8 3.336788 -2.769054 1.645514
O9 1.164482 -2.006911 0.896863
C14 3.117940 -2.292205 -0.892316
C15 4.500338 -2.212050 -1.049658
C16 5.110417 -2.635940 -2.214714
C17 4.341635 -3.156648 -3.241544
C18 2.967000 -3.224796 -3.110162
C19 2.332692 -2.794043 -1.945989
S2 0.560624 -3.099507 -1.924895
O10 -0.074481 -1.721949 -1.722000
O11 0.199621 -3.597012 -3.219049
O12 0.304412 -3.953174 -0.800810
H31 5.090727 -1.833938 -0.224861
H32 6.186669 -2.572687 -2.313417
H33 4.814002 -3.527297 -4.142273
H34 2.348210 -3.621327 -3.902172
Cl1 -0.984651 -4.524721 2.465144
C20 -2.106856 -4.390522 1.137688
C21 -2.622807 -5.560823 0.605902
C22 -3.495039 -5.508173 -0.468330
C23 -3.861039 -4.277682 -0.994256
C24 -3.346274 -3.116168 -0.443895
C25 -2.447580 -3.138644 0.624999
C26 -1.880202 -1.854975 1.143002
H35 -2.321662 -6.510309 1.029136
H36 -3.877718 -6.425612 -0.896529
H37 -4.540644 -4.224958 -1.835603
H38 -3.620178 -2.151621 -0.860428
H39 -1.527987 -1.981522 2.165907
H40 -2.636523 -1.075187 1.108135

Atoms 1-6, force components in eV/Å:
Ga 0.19 0.14 -0.35
C -0.15 -0.03 -0.08
C 0.15 0.04 -0.11
C -0.10 0.08 0.00
O 0.07 -0.37 0.06
P -0.98 0.71 -0.10

Mulliken population analysis, charges in e, atoms 1 to 4: Ga 2.559; C -1.376; C 1.017; C -1.449